--- P ---
The following is a quantum chemistry calculation of one molecule with the formula C9H20Si, from the Open Molecules 2025 dataset.

For the HOMO-LUMO gap, the calculation gives 8.6 eV. For the molar mass, the calculation gives 156.35 u.

Last columns: bonded neighbours and bond lengths (Å).
Geometry (Å):
1 C 1.52032 0.13358 -1.57342  C2 1.503, H11 1.070, H12 1.073
2 C 1.65206 0.25640 -0.08139  C1 1.503, C3 1.527, C4 1.528, C5 1.523
3 C 0.39786 -0.60618 0.03996  C2 1.527, C6 1.499, Si10 1.888
4 C 2.94040 -0.34055 0.48234  C2 1.528, H13 1.088, H14 1.089, H15 1.089
5 C 1.49228 1.67291 0.45520  C2 1.523, H16 1.085, H17 1.091, H18 1.089
6 C 0.53830 -2.09397 0.15881  C3 1.499, H19 1.085, H20 1.090, H21 1.092
7 C -2.54183 -1.31994 -0.55546  Si10 1.911, H22 1.089, H23 1.088, H24 1.089
8 C -1.74111 1.57262 -1.13933  Si10 1.918, H25 1.084, H26 1.086, H27 1.086
9 C -1.85324 0.56073 1.78898  Si10 1.918, H28 1.086, H29 1.087, H30 1.086
10 Si -1.36198 0.07723 -0.00047  C3 1.888, C7 1.911, C8 1.918, C9 1.918
11 H 0.91070 0.81798 -2.12580  C1 1.070
12 H 1.91637 -0.72810 -2.07540  C1 1.073
13 H 3.25899 -1.22261 -0.06837  C4 1.088
14 H 2.81175 -0.60572 1.53081  C4 1.089
15 H 3.73935 0.39570 0.40734  C4 1.089
16 H 0.59183 2.14215 0.07246  C5 1.085
17 H 2.35081 2.27943 0.16449  C5 1.091
18 H 1.43598 1.64714 1.54268  C5 1.089
19 H 1.56264 -2.43062 0.03548  C6 1.085
20 H -0.08756 -2.62804 -0.55674  C6 1.090
21 H 0.20963 -2.38829 1.15767  C6 1.092
22 H -2.20571 -1.78523 -1.48063  C7 1.089
23 H -2.61943 -2.09925 0.20030  C7 1.088
24 H -3.54469 -0.93400 -0.73062  C7 1.089
25 H -0.86045 1.98627 -1.61733  C8 1.084
26 H -2.42870 1.28730 -1.92982  C8 1.086
27 H -2.20679 2.37576 -0.57559  C8 1.086
28 H -1.26614 1.39497 2.16063  C9 1.086
29 H -2.89949 0.85159 1.83768  C9 1.087
30 H -1.71214 -0.26924 2.47553  C9 1.086

=====

--- Q ---
The following is a quantum chemistry calculation of a 2-piece molecular cluster, C9H20Si overall, from the Open Molecules 2025 dataset.

For the HOMO-LUMO gap (alpha / beta), the calculation gives 9.9 / 6.8 eV. For the molar mass, the calculation gives 156.35 u.

Last columns: bonded neighbours and bond lengths (Å).
Geometry (Å):
1 C -3.17941 2.46809 0.99386  C2 1.298, H11 1.172, H12 1.137
2 C -2.70972 1.25831 1.00937  C1 1.298, H13 1.063
3 C 1.33665 -2.29702 1.23125  C9 1.592, H14 1.167, H15 1.107, H16 1.031
4 C 1.11142 0.04561 2.48248  C9 1.479, H17 1.079, H18 1.024, H19 1.060
5 C -1.31179 -0.47879 -2.49838  Si10 1.917, H20 1.031, H21 1.071, H22 1.106
6 C 0.32881 1.74655 -1.05927  Si10 1.908, H23 1.075, H24 0.975, H25 1.093
7 C 1.71838 -0.99462 -2.11207  Si10 1.926, H26 1.024, H27 1.126, H28 1.077
8 C -0.10223 -0.69571 0.39686  C9 1.486, Si10 1.847, H29 1.106
9 C 1.13768 -0.71710 1.21556  C3 1.592, C4 1.479, C8 1.486, H30 1.124
10 Si 0.17714 -0.13488 -1.34011  C5 1.917, C6 1.908, C7 1.926, C8 1.847
11 H -3.38405 3.19892 1.88715  C1 1.172
12 H -3.50105 3.03429 0.06138  C1 1.137
13 H -2.50000 0.69567 1.88678  C2 1.063
14 H 2.43595 -2.64618 1.40807  C3 1.167
15 H 0.74021 -2.89899 1.94402  C3 1.107
16 H 1.18201 -2.57170 0.25009  C3 1.031
17 H 0.47635 -0.45927 3.19456  C4 1.079
18 H 0.74700 1.00209 2.45522  C4 1.024
19 H 2.12737 0.00807 2.78384  C4 1.060
20 H -2.10563 0.12541 -2.23641  C5 1.031
21 H -1.12744 -0.02707 -3.45235  C5 1.071
22 H -1.49894 -1.56460 -2.40284  C5 1.106
23 H 1.22617 1.96281 -0.50845  C6 1.075
24 H 0.18544 2.25242 -1.88032  C6 0.975
25 H -0.46221 2.08105 -0.38393  C6 1.093
26 H 1.74274 -2.01659 -2.04889  C7 1.024
27 H 1.70913 -0.67872 -3.19282  C7 1.126
28 H 2.58681 -0.57623 -1.63217  C7 1.077
29 H -1.07356 -0.88101 0.89286  C8 1.106
30 H 1.98677 -0.24082 0.65466  C9 1.124

=====

Short version: Q is the least stable of them.

=====

--- P ---
The following is a quantum chemistry calculation of a 18-piece molecular cluster, H36O18 overall, from the Open Molecules 2025 dataset.

For the HOMO-LUMO gap, the calculation gives 10.2 eV. For the molar mass, the calculation gives 324.27 u.

Last columns: bonded neighbours and bond lengths (Å).
Geometry (Å):
1 O 1.77404 3.45179 0.41764  H2 0.925, H3 0.943
2 H 2.15556 3.79752 1.18587  O1 0.925
3 H 0.95588 2.99573 0.31286  O1 0.943
4 O -0.15873 5.70564 0.76669  H5 0.959, H6 0.938
5 H -0.08700 4.82461 0.39570  O4 0.959
6 H 0.75397 5.90440 0.85337  O4 0.938
7 O -2.91987 3.73274 -0.80390  H8 0.937, H9 0.966
8 H -2.97744 2.81244 -0.96943  O7 0.937
9 H -3.23514 4.45350 -1.36438  O7 0.966
10 O -0.86169 -0.01163 -2.03009  H11 0.932, H12 1.001
11 H -1.64704 -0.09623 -2.52405  O10 0.932
12 H -0.29477 0.72611 -2.40032  O10 1.001
13 O -2.68413 0.80581 -3.95650  H14 0.954, H15 0.938
14 H -3.31409 1.49563 -3.76431  O13 0.954
15 H -2.94370 -0.00617 -3.56412  O13 0.938
16 O -4.12177 2.48291 1.18246  H17 1.017, H18 0.973
17 H -3.70397 1.88638 1.89286  O16 1.017
18 H -3.89989 3.42144 1.31345  O16 0.973
19 O 0.00736 -2.18661 -1.58812  H20 0.987, H21 0.939
20 H -0.53806 -2.69853 -2.23138  O19 0.987
21 H 0.13284 -2.83369 -0.91865  O19 0.939
22 O -1.16653 0.71363 5.39799  H23 0.941, H24 0.951
23 H -1.09915 1.63691 5.56589  O22 0.941
24 H -1.06734 0.63208 4.45601  O22 0.951
25 O -4.79208 -3.09888 -0.94982  H26 0.981, H27 0.988
26 H -5.04519 -3.63286 -0.16616  O25 0.981
27 H -4.16904 -2.38206 -0.67658  O25 0.988
28 O 4.53340 -4.42518 1.33903  H29 0.986, H30 0.986
29 H 3.65190 -4.86595 1.36910  O28 0.986
30 H 4.73297 -4.18188 0.40433  O28 0.986
31 O 4.93778 -1.18446 -1.55702  H32 1.005, H33 0.947
32 H 5.59997 -0.89218 -2.25458  O31 1.005
33 H 4.54800 -0.36984 -1.27062  O31 0.947
34 O 2.23182 0.71382 -2.45443  H35 1.032, H36 0.955
35 H 1.75133 0.39524 -1.59792  O34 1.032
36 H 2.54424 1.58464 -2.21915  O34 0.955
37 O -1.47497 -0.86532 0.59180  H38 1.044, H39 0.918
38 H -0.66254 -0.97796 -0.05436  O37 1.044
39 H -1.89583 -1.67888 0.64600  O37 0.918
40 O 1.50115 -0.24766 0.37224  H41 0.945, H42 0.953
41 H 1.87435 0.07216 1.17956  O40 0.945
42 H 2.16083 -0.84295 0.02649  O40 0.953
43 O 3.48551 1.59221 3.73057  H44 0.934, H45 0.967
44 H 4.37990 1.33183 3.66695  O43 0.934
45 H 3.06156 0.78680 3.40270  O43 0.967
46 O -2.46007 -4.64350 -1.10401  H47 1.009, H48 0.948
47 H -3.35029 -4.17549 -1.18689  O46 1.009
48 H -2.59029 -5.57594 -0.99625  O46 0.948
49 O -1.53353 1.36801 1.75732  H50 1.010, H51 1.005
50 H -1.92565 2.04754 1.12165  O49 1.010
51 H -1.41326 0.48325 1.29627  O49 1.005
52 O 3.66500 -3.78544 -1.01370  H53 0.982, H54 0.961
53 H 3.46517 -3.14710 -0.29437  O52 0.982
54 H 4.40907 -3.53437 -1.56696  O52 0.961

=====

--- Q ---
The following is a quantum chemistry calculation of a 18-piece molecular cluster, H36O18 overall, from the Open Molecules 2025 dataset.

For the HOMO-LUMO gap, the calculation gives 10.5 eV. For the molar mass, the calculation gives 324.27 u.

Last columns: bonded neighbours and bond lengths (Å).
Geometry (Å):
1 O 1.78915 2.72931 -0.74026  H2 0.890, H3 0.989
2 H 1.97915 3.39684 -1.29726  O1 0.890
3 H 2.66609 2.50461 -0.34319  O1 0.989
4 O -2.61055 0.26854 -5.10643  H5 0.978, H6 0.991
5 H -1.90386 0.25443 -4.43008  O4 0.978
6 H -3.44347 -0.04466 -4.67037  O4 0.991
7 O 4.07501 0.48539 -0.46699  H8 0.964, H9 0.870
8 H 4.66292 1.07595 0.01809  O7 0.964
9 H 3.63879 0.09752 0.17798  O7 0.870
10 O -2.43959 4.89703 -1.45398  H11 0.913, H12 0.873
11 H -3.28999 4.98235 -1.13283  O10 0.913
12 H -1.82823 4.99250 -0.83766  O10 0.873
13 O -1.47786 1.17558 2.01994  H14 0.974, H15 0.918
14 H -1.68772 2.11256 2.18270  O13 0.974
15 H -2.20223 0.61257 2.03376  O13 0.918
16 O 0.42684 -1.95091 -4.81690  H17 0.826, H18 0.975
17 H 0.03762 -2.60033 -4.48584  O16 0.826
18 H 0.25106 -1.98676 -5.77519  O16 0.975
19 O -3.49251 0.94194 -2.04104  H20 0.826, H21 1.069
20 H -3.68796 1.72706 -1.87492  O19 0.826
21 H -2.68404 0.72199 -1.37765  O19 1.069
22 O 0.45228 -2.61680 0.51639  H23 0.995, H24 0.827
23 H 0.23061 -2.07105 -0.28545  O22 0.995
24 H 0.90393 -3.30351 0.60364  O22 0.827
25 O 2.59730 -0.94175 1.03960  H26 0.950, H27 1.089
26 H 1.85580 -1.49395 0.81906  O25 0.950
27 H 1.90493 -0.49222 1.74975  O25 1.089
28 O -1.23994 -5.64442 0.22185  H29 0.928, H30 1.002
29 H -2.02267 -5.36046 -0.18795  O28 0.928
30 H -0.44467 -5.08331 -0.01455  O28 1.002
31 O 2.94282 -2.89327 2.68526  H32 0.908, H33 0.900
32 H 2.12187 -2.72983 3.03660  O31 0.908
33 H 3.50457 -2.23560 2.43562  O31 0.900
34 O -1.09003 3.80721 3.89954  H35 0.865, H36 0.968
35 H -1.72884 4.34754 4.11941  O34 0.865
36 H -1.01548 3.11774 4.57549  O34 0.968
37 O 0.96991 0.67783 -4.65418  H38 0.920, H39 0.953
38 H 0.20438 1.16659 -4.50938  O37 0.920
39 H 1.26467 0.29799 -3.83096  O37 0.953
40 O -1.15710 1.82424 -1.31103  H41 0.900, H42 0.823
41 H -0.94634 1.54233 -2.13986  O40 0.900
42 H -0.54227 2.21186 -0.92489  O40 0.823
43 O 1.98161 4.18915 4.36903  H44 0.933, H45 1.041
44 H 2.09628 3.66819 5.13475  O43 0.933
45 H 1.55760 3.59587 3.62583  O43 1.041
46 O -3.48271 -2.05668 3.67797  H47 0.953, H48 0.890
47 H -2.85273 -1.35869 3.51993  O46 0.953
48 H -3.48129 -2.50179 2.90766  O46 0.890
49 O 1.96751 -1.56222 -1.92149  H50 1.005, H51 0.845
50 H 2.58768 -1.94011 -1.22686  O49 1.005
51 H 2.08701 -1.62056 -2.75613  O49 0.845
52 O 0.16460 -3.46742 3.09894  H53 0.953, H54 0.921
53 H 0.08184 -4.02656 3.86629  O52 0.953
54 H -0.25174 -3.43984 2.27823  O52 0.921

=====

Short version: Q is the least stable of them.